Entry 1:
# C62H149N9O12

A cluster of 12 separate species, C62H149N9O12 in total in a non-equilibrium geometry (wB97M-V/def2-TZVPD, OMol25).

HOMO energy: -7.60 eV
SMILES: CC1(C)CCCC(C)(C)N1O.CC1(C)CCCC(C)(C)N1O.CC1(C)CCCC(C)(C)N1O.CC1(C)CCCC(C)(C)N1O.COC[C@H](C)N.COC[C@H](C)N.COC[C@H](C)N.COC[C@H](C)N.COC[C@H](C)N.CCO.CCO.CCO

Positions of all 232 atoms, in Å:
1 C 6.51 4.45 -2.70
2 C 6.20 3.07 -2.12
3 C 4.78 3.10 -1.50
4 C 6.10 2.08 -3.27
5 C 7.46 1.62 -3.83
6 C 8.28 0.95 -2.74
7 C 8.48 1.93 -1.54
8 C 8.96 1.03 -0.34
9 C 9.60 2.97 -1.84
10 N 7.22 2.59 -1.12
11 O 7.32 3.50 -0.04
12 H 7.53 4.53 -3.08
13 H 5.75 4.63 -3.47
14 H 6.31 5.23 -1.96
15 H 4.06 3.27 -2.30
16 H 4.54 2.10 -1.12
17 H 4.70 3.88 -0.76
18 H 5.54 1.19 -3.01
19 H 5.58 2.56 -4.11
20 H 7.25 0.90 -4.62
21 H 8.02 2.44 -4.29
22 H 9.20 0.48 -3.08
23 H 7.80 0.04 -2.37
24 H 9.92 0.63 -0.67
25 H 8.28 0.21 -0.12
26 H 9.16 1.54 0.60
27 H 10.43 2.33 -2.14
28 H 9.96 3.62 -1.04
29 H 9.52 3.65 -2.69
30 H 7.73 4.25 -0.47
31 C -1.52 -1.94 2.68
32 C -2.65 -2.60 1.94
33 C -2.74 -2.09 0.47
34 C -2.44 -4.15 1.91
35 C -2.92 -4.99 3.16
36 C -4.33 -4.72 3.37
37 C -4.63 -3.19 3.64
38 C -6.24 -2.96 3.65
39 C -4.08 -2.78 5.07
40 N -3.99 -2.36 2.57
41 O -4.49 -1.07 2.51
42 H -1.54 -0.85 2.63
43 H -1.56 -2.13 3.75
44 H -0.60 -2.29 2.20
45 H -2.95 -1.03 0.43
46 H -1.83 -2.35 -0.08
47 H -3.57 -2.60 -0.01
48 H -2.92 -4.62 1.05
49 H -1.40 -4.47 1.86
50 H -2.89 -6.05 2.90
51 H -2.27 -4.93 4.04
52 H -4.67 -5.24 4.27
53 H -4.99 -5.19 2.65
54 H -6.64 -2.99 2.64
55 H -6.50 -2.00 4.12
56 H -6.76 -3.77 4.15
57 H -4.52 -3.42 5.83
58 H -4.25 -1.74 5.38
59 H -3.00 -2.87 5.18
60 H -3.97 -0.60 3.16
61 C -4.43 2.94 6.17
62 C -4.29 2.96 4.62
63 C -5.02 1.74 3.99
64 C -4.98 4.23 4.03
65 C -4.63 4.58 2.60
66 C -3.11 4.62 2.38
67 C -2.38 3.25 2.84
68 C -2.61 2.11 1.83
69 C -0.90 3.57 2.91
70 N -2.85 2.96 4.22
71 O -2.22 1.88 4.76
72 H -3.84 3.67 6.74
73 H -5.47 3.13 6.43
74 H -4.05 1.99 6.54
75 H -6.00 1.52 4.41
76 H -5.09 1.83 2.91
77 H -4.42 0.89 4.31
78 H -6.04 3.98 4.07
79 H -4.85 5.05 4.74
80 H -5.01 3.84 1.89
81 H -5.09 5.55 2.43
82 H -2.62 5.45 2.89
83 H -2.83 4.75 1.34
84 H -1.99 2.33 0.96
85 H -3.62 1.83 1.53
86 H -2.08 1.21 2.14
87 H -0.61 4.36 3.61
88 H -0.65 3.90 1.91
89 H -0.28 2.68 3.05
90 H -1.68 2.29 5.44
91 C -4.95 -5.59 -6.10
92 C -5.36 -4.35 -5.23
93 C -6.22 -3.39 -6.09
94 C -6.09 -4.84 -3.94
95 C -6.13 -3.93 -2.76
96 C -4.72 -3.35 -2.52
97 C -3.97 -2.77 -3.73
98 C -4.39 -1.30 -3.90
99 C -2.49 -2.77 -3.21
100 N -4.07 -3.66 -4.84
101 O -3.25 -3.26 -5.99
102 H -4.26 -6.27 -5.61
103 H -5.74 -6.22 -6.50
104 H -4.53 -5.16 -7.01
105 H -5.67 -3.13 -6.99
106 H -7.16 -3.84 -6.41
107 H -6.46 -2.49 -5.53
108 H -7.12 -5.09 -4.21
109 H -5.56 -5.73 -3.61
110 H -6.81 -3.10 -2.95
111 H -6.46 -4.48 -1.88
112 H -4.16 -4.10 -1.97
113 H -4.89 -2.55 -1.80
114 H -4.15 -0.71 -3.01
115 H -5.44 -1.14 -4.12
116 H -3.74 -0.78 -4.60
117 H -2.25 -3.69 -2.66
118 H -2.18 -1.90 -2.63
119 H -1.80 -2.90 -4.04
120 H -2.49 -3.84 -5.89
121 C 5.24 -1.98 4.61
122 O 5.06 -2.74 3.40
123 C 5.34 -2.01 2.21
124 C 4.70 -2.74 0.98
125 C 5.21 -2.06 -0.32
126 N 3.24 -2.56 1.09
127 H 6.28 -1.65 4.65
128 H 5.07 -2.72 5.39
129 H 4.49 -1.22 4.83
130 H 5.14 -0.94 2.24
131 H 6.42 -2.03 2.08
132 H 5.00 -3.78 1.01
133 H 5.12 -0.98 -0.34
134 H 4.73 -2.50 -1.20
135 H 6.23 -2.38 -0.55
136 H 2.99 -3.05 1.94
137 H 2.95 -3.24 0.40
138 C 4.06 -6.25 -1.68
139 O 3.43 -4.96 -1.71
140 C 2.82 -4.68 -2.95
141 C 1.96 -3.41 -2.98
142 C 0.71 -3.68 -2.13
143 N 1.69 -2.94 -4.35
144 H 4.71 -6.32 -2.55
145 H 3.37 -7.09 -1.60
146 H 4.69 -6.43 -0.80
147 H 3.58 -4.46 -3.70
148 H 2.21 -5.50 -3.32
149 H 2.55 -2.61 -2.54
150 H 0.16 -4.54 -2.51
151 H 0.12 -2.77 -2.14
152 H 0.97 -3.80 -1.08
153 H 2.52 -3.00 -4.91
154 H 1.50 -1.95 -4.34
155 C -1.54 0.13 7.80
156 O -0.80 1.13 7.11
157 C 0.37 0.74 6.42
158 C 1.17 1.99 6.22
159 C 2.23 1.91 5.17
160 N 1.82 2.49 7.43
161 H -1.81 -0.77 7.25
162 H -2.44 0.65 8.13
163 H -1.18 -0.16 8.79
164 H 0.98 0.20 7.15
165 H 0.23 0.08 5.57
166 H 0.39 2.68 5.89
167 H 2.81 2.83 5.08
168 H 1.80 1.64 4.20
169 H 2.96 1.17 5.50
170 H 1.03 2.55 8.05
171 H 2.35 1.75 7.87
172 C -3.21 3.32 -1.59
173 O -3.79 4.49 -2.13
174 C -5.02 4.77 -1.38
175 C -5.82 6.01 -1.78
176 C -7.03 6.33 -0.86
177 N -6.36 5.77 -3.07
178 H -2.21 3.17 -2.00
179 H -3.79 2.40 -1.66
180 H -3.04 3.39 -0.51
181 H -5.57 3.83 -1.40
182 H -4.82 4.92 -0.32
183 H -5.11 6.83 -1.77
184 H -7.50 7.29 -1.07
185 H -6.75 6.53 0.17
186 H -7.73 5.49 -0.80
187 H -7.14 5.14 -2.96
188 H -5.72 5.27 -3.67
189 C -0.51 0.49 -2.04
190 O 0.16 1.07 -0.96
191 C 0.40 0.12 0.11
192 C 1.36 0.64 1.20
193 C 2.62 1.22 0.60
194 N 1.75 -0.35 2.19
195 H -1.51 0.14 -1.80
196 H 0.06 -0.11 -2.74
197 H -0.75 1.33 -2.69
198 H -0.57 -0.07 0.57
199 H 0.71 -0.86 -0.26
200 H 0.86 1.46 1.72
201 H 3.29 0.47 0.18
202 H 3.18 1.55 1.48
203 H 2.51 2.08 -0.06
204 H 2.63 -0.05 2.59
205 H 2.20 -1.12 1.72
206 C 2.94 2.01 -5.41
207 C 2.28 1.17 -4.26
208 O 1.88 -0.05 -4.95
209 H 2.24 2.23 -6.22
210 H 3.83 1.47 -5.73
211 H 3.33 2.99 -5.13
212 H 1.37 1.61 -3.86
213 H 2.95 1.07 -3.41
214 H 1.18 0.29 -5.51
215 C 5.36 1.56 3.77
216 C 6.03 2.16 2.53
217 O 6.81 1.18 1.90
218 H 4.63 0.79 3.51
219 H 4.94 2.35 4.40
220 H 6.09 1.01 4.37
221 H 6.75 2.93 2.80
222 H 5.30 2.60 1.85
223 H 7.14 1.56 1.09
224 C -1.36 -0.25 -5.91
225 C -0.61 -0.31 -7.21
226 O 0.32 0.72 -7.36
227 H -1.72 0.78 -5.88
228 H -0.69 -0.40 -5.07
229 H -2.12 -1.03 -5.86
230 H -1.35 -0.29 -8.01
231 H -0.02 -1.21 -7.38
232 H 0.88 0.54 -8.12


Entry 2:
# C62H165F2N7O28PbS2

A structure of composition C62H165F2N7O28PbS2 in a non-equilibrium geometry (wB97M-V/def2-TZVPD, OMol25).

HOMO energy: -8.25 eV

Positions of all 267 atoms, in Å:
1 Pb 12.88 18.52 21.40
2 C 11.81 15.53 22.02
3 C 11.42 16.00 23.43
4 C 12.32 15.21 24.35
5 C 12.29 15.64 25.77
6 C 12.80 17.08 25.93
7 C 11.98 17.96 24.96
8 N 11.89 17.37 23.59
9 O 11.12 18.29 22.79
10 C 12.76 19.28 24.74
11 C 10.61 18.17 25.63
12 C 9.89 15.70 23.64
13 H 11.34 14.57 21.91
14 H 12.89 15.49 21.83
15 H 11.34 16.13 21.19
16 H 13.34 15.43 23.89
17 H 12.04 14.15 24.29
18 H 12.84 14.94 26.38
19 H 11.26 15.51 26.20
20 H 13.86 17.16 25.58
21 H 12.59 17.57 26.89
22 H 12.02 20.04 24.45
23 H 13.50 19.10 23.95
24 H 13.25 19.47 25.69
25 H 10.09 17.24 25.74
26 H 9.99 18.84 25.00
27 H 10.70 18.68 26.65
28 H 9.59 14.70 23.32
29 H 9.31 16.49 23.16
30 H 9.58 15.84 24.65
31 N 13.08 19.23 18.30
32 S 12.58 20.56 17.70
33 O 12.69 20.82 16.28
34 O 12.81 21.62 18.59
35 F 11.01 20.41 17.98
36 S 13.13 17.77 17.77
37 O 13.92 16.93 18.62
38 O 13.22 17.68 16.32
39 F 11.60 17.34 18.09
40 C 6.49 20.34 22.04
41 O 7.45 21.19 21.37
42 H 6.96 19.35 22.25
43 H 6.29 20.69 23.13
44 H 5.57 20.13 21.45
45 H 7.65 20.79 20.47
46 C 11.73 23.31 14.63
47 O 10.99 24.20 13.77
48 H 12.51 23.97 15.01
49 H 11.23 22.88 15.53
50 H 12.20 22.57 14.01
51 H 10.11 23.86 13.62
52 C 6.49 16.34 17.47
53 O 6.45 17.20 18.60
54 H 6.32 15.30 17.78
55 H 5.63 16.52 16.83
56 H 7.34 16.35 16.83
57 H 6.86 16.70 19.31
58 C 16.36 16.59 16.46
59 O 16.09 17.97 16.03
60 H 17.44 16.35 16.32
61 H 15.93 16.51 17.50
62 H 15.78 15.88 15.86
63 H 15.13 17.95 15.75
64 C 8.82 12.16 20.40
65 O 9.59 13.31 20.42
66 H 8.39 11.95 19.35
67 H 9.39 11.25 20.79
68 H 7.98 12.30 21.07
69 H 10.44 13.11 20.02
70 C 16.18 21.22 13.61
71 O 15.97 22.65 13.70
72 H 16.57 20.90 14.48
73 H 15.22 20.70 13.40
74 H 16.90 20.95 12.79
75 H 16.81 23.01 13.92
76 C 14.15 17.71 13.51
77 O 14.05 17.87 12.16
78 H 13.52 16.92 13.86
79 H 15.21 17.57 13.81
80 H 13.79 18.56 14.04
81 H 13.14 17.81 11.96
82 C 11.50 14.26 17.78
83 O 11.88 13.02 18.45
84 H 11.39 14.03 16.73
85 H 10.56 14.66 18.12
86 H 12.26 15.03 18.06
87 H 12.80 13.02 18.24
88 O 8.09 16.03 20.31
89 H 8.41 15.13 20.25
90 H 8.88 16.59 20.24
91 O 15.32 15.39 21.25
92 H 15.37 14.43 21.24
93 H 15.51 15.78 20.44
94 O 9.92 18.00 20.34
95 H 9.47 18.76 19.89
96 H 9.87 18.10 21.30
97 O 14.99 20.48 20.72
98 H 15.23 20.15 19.78
99 H 15.15 21.48 20.50
100 O 12.35 20.89 21.36
101 H 11.49 21.17 21.72
102 H 13.05 21.50 21.60
103 O 15.39 23.16 19.05
104 H 14.92 23.93 19.41
105 H 14.92 22.75 18.33
106 O 10.03 21.20 22.56
107 H 9.95 20.24 22.84
108 H 9.16 21.37 22.12
109 O 15.76 20.45 17.89
110 H 16.49 20.97 17.57
111 H 15.66 19.67 17.34
112 O 15.16 17.84 22.78
113 H 15.44 16.94 22.56
114 H 15.87 18.21 22.29
115 O 8.00 19.48 19.05
116 H 7.28 18.88 19.02
117 H 8.11 19.81 18.10
118 C 10.90 15.69 14.29
119 C 9.83 16.80 13.88
120 C 9.10 17.31 15.11
121 C 8.30 18.60 14.82
122 C 9.16 19.66 14.22
123 C 9.93 19.21 13.00
124 N 10.60 17.90 13.34
125 O 11.25 17.55 12.14
126 C 9.05 19.24 11.75
127 C 11.08 20.20 12.73
128 C 8.81 16.10 12.99
129 H 10.39 14.79 14.59
130 H 11.52 16.09 15.08
131 H 11.41 15.40 13.30
132 H 8.37 16.64 15.51
133 H 9.89 17.38 15.91
134 H 7.82 19.00 15.66
135 H 7.55 18.25 14.10
136 H 9.92 19.93 15.07
137 H 8.61 20.59 13.96
138 H 8.14 18.68 11.88
139 H 8.84 20.30 11.57
140 H 9.65 18.95 10.86
141 H 11.64 19.99 11.83
142 H 10.71 21.20 12.62
143 H 11.79 20.13 13.55
144 H 9.40 15.64 12.19
145 H 8.14 16.79 12.52
146 H 8.31 15.28 13.57
147 H 10.50 17.23 11.55
148 C 12.82 26.23 24.02
149 C 13.76 25.70 22.92
150 C 15.09 26.45 22.86
151 C 15.98 26.09 23.98
152 C 16.24 24.60 24.03
153 C 14.91 23.78 24.07
154 N 14.02 24.28 22.96
155 O 12.83 23.50 22.87
156 C 15.38 22.33 23.81
157 C 14.24 23.85 25.44
158 C 12.92 25.94 21.61
159 H 12.58 27.19 23.62
160 H 13.31 26.39 25.03
161 H 11.92 25.67 24.22
162 H 15.62 26.20 21.95
163 H 14.81 27.52 22.75
164 H 15.59 26.55 24.84
165 H 16.99 26.52 23.84
166 H 16.75 24.28 24.95
167 H 16.87 24.24 23.23
168 H 16.08 21.98 24.55
169 H 14.55 21.68 23.75
170 H 15.83 22.34 22.78
171 H 14.45 22.93 26.02
172 H 14.68 24.53 26.17
173 H 13.16 23.90 25.52
174 H 12.90 27.00 21.42
175 H 11.86 25.51 21.65
176 H 13.36 25.35 20.80
177 H 12.26 23.67 23.64
178 C 15.37 13.57 18.32
179 C 15.22 12.36 17.35
180 C 15.22 11.10 18.29
181 C 14.91 9.85 17.54
182 C 13.59 10.06 16.74
183 C 13.57 11.25 15.81
184 N 13.99 12.45 16.60
185 O 14.07 13.61 15.74
186 C 14.37 11.08 14.54
187 C 12.10 11.40 15.44
188 C 16.57 12.43 16.55
189 H 16.07 13.38 19.11
190 H 14.36 13.94 18.70
191 H 15.66 14.39 17.70
192 H 16.20 10.99 18.78
193 H 14.52 11.22 19.12
194 H 14.90 8.94 18.23
195 H 15.78 9.65 16.93
196 H 12.86 10.24 17.54
197 H 13.21 9.18 16.20
198 H 13.84 10.37 13.88
199 H 14.64 12.08 14.15
200 H 15.32 10.60 14.76
201 H 12.11 12.09 14.61
202 H 11.77 10.46 14.98
203 H 11.41 11.60 16.21
204 H 16.95 11.41 16.30
205 H 17.38 12.85 17.09
206 H 16.48 12.97 15.62
207 H 13.64 14.28 16.31
208 C 7.69 20.42 27.36
209 C 8.27 21.85 27.08
210 C 9.51 21.71 26.18
211 C 10.09 23.05 25.75
212 C 8.98 23.63 24.88
213 C 7.62 23.88 25.62
214 N 7.28 22.63 26.35
215 O 6.11 22.83 27.08
216 C 7.69 25.04 26.62
217 C 6.56 24.12 24.61
218 C 8.61 22.53 28.42
219 H 8.51 19.83 27.75
220 H 7.42 20.04 26.42
221 H 6.94 20.46 28.12
222 H 10.21 21.08 26.75
223 H 9.19 21.24 25.28
224 H 10.97 22.84 25.08
225 H 10.49 23.72 26.51
226 H 8.80 22.94 24.14
227 H 9.36 24.55 24.39
228 H 7.55 26.04 26.25
229 H 7.13 24.86 27.54
230 H 8.71 25.09 27.08
231 H 6.56 23.34 23.79
232 H 5.55 24.02 25.02
233 H 6.67 25.11 24.20
234 H 9.05 21.73 29.11
235 H 7.76 22.91 28.93
236 H 9.49 23.20 28.26
237 H 5.46 22.38 26.56
238 C 7.64 22.84 16.20
239 C 8.00 23.85 17.29
240 C 8.20 23.08 18.58
241 C 8.80 23.95 19.75
242 C 10.14 24.50 19.16
243 C 10.02 25.27 17.83
244 N 9.30 24.42 16.87
245 O 9.03 25.27 15.71
246 C 9.47 26.64 18.15
247 C 11.46 25.38 17.23
248 C 6.84 24.80 17.35
249 H 6.67 22.38 16.42
250 H 8.35 22.04 16.14
251 H 7.53 23.27 15.27
252 H 7.22 22.64 18.72
253 H 8.89 22.33 18.38
254 H 8.97 23.45 20.70
255 H 8.15 24.78 19.92
256 H 10.88 23.71 19.15
257 H 10.54 25.24 19.85
258 H 8.70 26.63 18.93
259 H 10.28 27.32 18.42
260 H 9.07 27.23 17.28
261 H 11.57 25.71 16.23
262 H 12.03 25.91 17.99
263 H 11.83 24.37 17.06
264 H 5.96 24.23 17.44
265 H 6.75 25.37 16.46
266 H 6.82 25.45 18.21
267 H 9.79 25.15 15.10